Record 1
# C5H14

A cluster of 2 separate species, C5H14 in total at a distorted geometry (ωB97M-V/def2-TZVPD, OMol25).

Bonds (Å) are listed after each position.
Cartesian coordinates (Å):
1 C -0.79596 -1.56005 1.01217  C2 1.518, H3 1.097, H4 1.083, H5 1.090
2 C -1.10710 -2.82907 0.23977  C1 1.518, H6 1.083, H7 1.089, H8 1.090
3 H 0.24346 -1.54701 1.36148  C1 1.097
4 H -0.86134 -0.68030 0.38450  C1 1.083
5 H -1.35406 -1.35508 1.92553  C1 1.090
6 H -2.05804 -2.75075 -0.27230  C2 1.083
7 H -0.38634 -2.93403 -0.57008  C2 1.089
8 H -1.30452 -3.67436 0.89957  C2 1.090
9 C 0.45056 1.79808 -0.88770  C10 1.538, C11 1.533, H12 1.087, H13 1.102
10 C 1.20194 0.46214 -1.00858  C9 1.538, H14 1.095, H17 1.085, H18 1.087
11 C 0.31828 2.31780 0.54810  C9 1.533, H15 1.087, H16 1.089, H19 1.095
12 H 0.72857 2.53656 -1.63496  C9 1.087
13 H -0.58468 1.57776 -1.19403  C9 1.102
14 H 1.99607 0.53361 -1.75863  C10 1.095
15 H -0.59649 2.23350 1.12930  C11 1.087
16 H 1.09057 1.88922 1.18468  C11 1.089
17 H 0.57715 -0.34505 -1.37663  C10 1.085
18 H 1.70110 0.20773 -0.07730  C10 1.087
19 H 0.64352 3.36383 0.54571  C11 1.095

Values from the calculation:
2S+1: 1
Frontier orbital gap in eV: 12.184
ΔE to the lowest compared entry with this formula, charge and spin in kcal/mol: 15.8
SMILES string: CCC.CC
Molecular weight in g/mol: 74.17

For reference, the Löwdin charges in units of e are: number 1, C, carries -0.18; number 2, C, carries -0.16; number 3, H, carries 0.06; number 4, H, carries 0.04; number 5, H, carries 0.06; number 6, H, carries 0.05; number 7, H, carries 0.06; number 8, H, carries 0.06; number 9, C, carries -0.30; number 10, C, carries -0.13; number 11, C, carries -0.13; number 12, H, carries 0.09; number 13, H, carries 0.09; number 14, H, carries 0.06; number 15, H, carries 0.07; number 16, H, carries 0.06; number 17, H, carries 0.05; number 18, H, carries 0.06; number 19, H, carries 0.06



Record 2
# C4H9NOSi

The molecule C4H9NOSi at a distorted geometry (ωB97M-V/def2-TZVPD, OMol25).

Bonds (Å) are listed after each position.
Cartesian coordinates (Å):
1 C -0.34529 -0.98181 1.23361  C2 1.499, O6 1.421, H8 1.156, H9 1.090
2 C -0.79323 -0.19585 0.03869  C1 1.499, C4 1.378, H10 1.068
3 C 1.31310 0.85760 2.24370  N5 1.257, H11 1.119, H12 1.059
4 C -0.02197 -0.13736 -1.10155  C2 1.378, Si7 1.817, H13 1.059
5 N 1.87103 -0.17735 1.79923  C3 1.257, O6 1.350
6 O 1.05003 -1.17978 1.41914  C1 1.421, N5 1.350
7 Si -0.62019 0.43337 -2.71911  C4 1.817, H14 1.553, H15 1.614, H16 1.420
8 H -0.74489 -0.57824 2.24027  C1 1.156
9 H -0.60704 -2.01218 0.99475  C1 1.090
10 H -1.78410 0.16148 0.21724  C2 1.068
11 H 2.05528 1.66187 2.47946  C3 1.119
12 H 0.30662 1.17966 2.16937  C3 1.059
13 H 0.89334 -0.65741 -1.21767  C4 1.059
14 H -1.99427 1.12585 -2.93007  Si7 1.553
15 H -0.84551 -0.89857 -3.60248  Si7 1.614
16 H 0.26708 1.39875 -3.26457  Si7 1.420

Values from the calculation:
2S+1: 1
Frontier orbital gap in eV: 10.609
ΔE to the lowest compared entry with this formula, charge and spin in kcal/mol: 137.9
SMILES string: C=NOC/C=C/[SiH3]
Molecular weight in g/mol: 115.21

For reference, the Löwdin charges in units of e are: number 1, C, carries -0.24; number 2, C, carries -0.15; number 3, C, carries -0.05; number 4, C, carries -0.29; number 5, N, carries -0.01; number 6, O, carries -0.17; number 7, Si, carries 0.59; number 8, H, carries 0.14; number 9, H, carries 0.13; number 10, H, carries 0.09; number 11, H, carries 0.09; number 12, H, carries 0.05; number 13, H, carries 0.05; number 14, H, carries -0.07; number 15, H, carries -0.04; number 16, H, carries -0.11